# 1
Computed, not measured: a cluster of 9 separate species, C58H139N9O15 in total at a distorted geometry, with ωB97M-V/def2-TZVPD.

Atoms and positions in Å:
C  -33.69624  7.27198  6.02406
O  -32.98567  6.19406  6.57161
C  -32.34872  6.45726  7.84197
C  -31.05448  5.75728  7.77823
N  -31.09384  4.34377  7.40648
C  -31.79168  3.53574  8.41357
C  -31.94225  2.12311  7.91489
O  -32.51875  1.86135  6.62602
C  -33.85671  2.26107  6.40744
H  -34.64030  7.41616  6.54948
H  -33.92934  6.99143  4.99690
H  -33.16369  8.22300  6.02966
H  -32.99591  6.19781  8.67979
H  -32.11338  7.51948  7.90826
H  -30.56946  5.77493  8.75422
H  -30.36600  6.33026  7.15712
H  -31.67949  4.19631  6.59692
H  -32.77564  3.96995  8.59077
H  -31.32880  3.53902  9.40040
H  -32.43602  1.53212  8.68626
H  -30.92048  1.74394  7.89727
H  -34.46822  1.70210  7.11576
H  -34.19519  2.13282  5.37930
H  -33.97650  3.32299  6.62206
C  -37.00591  -0.31012  8.33949
O  -36.48702  -0.35825  6.99911
C  -35.36415  -1.26216  6.93029
C  -35.07061  -1.32013  5.46234
N  -33.80475  -1.99231  5.08999
C  -32.66676  -1.45170  5.80566
C  -31.42332  -2.10749  5.30670
O  -31.35022  -1.91832  3.88698
C  -30.08900  -2.23137  3.30516
H  -36.30570  0.03453  9.10041
H  -37.50746  -1.24964  8.57156
H  -37.79505  0.44090  8.37601
H  -35.53566  -2.25535  7.34533
H  -34.58117  -0.87489  7.58226
H  -35.13168  -0.34130  4.98668
H  -35.89985  -1.72716  4.88372
H  -33.63147  -1.80657  4.11244
H  -32.79086  -1.74261  6.84876
H  -32.68424  -0.36737  5.69607
H  -31.31360  -3.16400  5.55132
H  -30.57282  -1.63620  5.79927
H  -29.99749  -3.29617  3.51950
H  -29.38213  -1.60754  3.85220
H  -30.08900  -2.19082  2.21591
C  -31.00257  9.44082  4.11611
O  -30.35108  10.53098  3.69823
C  -29.78255  10.34653  2.35916
C  -28.99962  11.63890  1.86063
N  -29.89546  12.79348  2.01915
C  -29.17373  14.06351  2.03823
C  -29.94638  15.12485  2.87837
O  -29.16336  16.23252  2.64125
C  -29.77312  17.47385  3.00780
H  -31.90677  9.34057  3.51571
H  -31.17703  9.67479  5.16631
H  -30.33413  8.58476  4.20801
H  -30.67005  10.19571  1.74459
H  -29.09791  9.49849  2.37243
H  -28.65030  11.67361  0.82870
H  -28.16861  11.77975  2.55177
H  -30.46043  12.62754  2.83974
H  -29.04056  14.41017  1.01344
H  -28.21013  13.90595  2.52274
H  -29.96841  14.82016  3.92469
H  -30.95534  15.20839  2.47451
H  -30.59018  17.67416  2.31470
H  -29.10120  18.32868  2.93114
H  -30.23301  17.49453  3.99582
C  -31.97305  6.81787  1.94217
O  -31.71807  6.02171  3.12709
C  -30.50297  5.36672  3.17684
C  -30.32759  4.61295  4.44788
N  -29.11297  3.82902  4.55018
C  -29.03277  2.65895  3.69776
C  -27.71245  1.87754  3.96657
O  -27.41731  1.91814  5.37077
C  -28.29123  1.22611  6.23831
H  -32.88992  7.36460  2.16247
H  -32.09126  6.16729  1.07565
H  -31.24815  7.58316  1.66481
H  -29.74470  6.13797  3.04157
H  -30.49856  4.66887  2.33954
H  -31.21445  3.99692  4.59644
H  -30.29533  5.39811  5.20324
H  -28.83654  3.55478  5.48211
H  -28.99704  2.95136  2.64832
H  -29.94572  2.08642  3.86162
H  -27.04507  2.45444  3.32634
H  -27.66631  0.91157  3.46371
H  -28.05284  1.38793  7.28954
H  -28.24659  0.14640  6.09572
H  -29.33852  1.49593  6.10240
C  -30.15982  5.64613  -0.93645
O  -28.93214  5.56750  -0.24582
C  -28.08466  6.68960  -0.31478
C  -26.90661  6.56053  0.74681
N  -25.87677  5.54845  0.57007
C  -25.25285  4.94310  1.74040
C  -24.31723  3.81073  1.32249
O  -24.79293  2.88807  0.30358
C  -25.87743  2.05588  0.69552
H  -30.86200  4.83409  -0.74770
H  -29.96022  5.60679  -2.00729
H  -30.70005  6.57457  -0.75139
H  -28.59570  7.61015  -0.03277
H  -27.65370  6.61235  -1.31298
H  -27.48907  6.40361  1.65467
H  -26.42392  7.52412  0.90996
H  -26.12923  4.86978  -0.13403
H  -26.12693  4.59571  2.29122
H  -24.70049  5.68690  2.31464
H  -24.03779  3.26290  2.22243
H  -23.40250  4.23454  0.90808
H  -25.58304  1.45845  1.55837
H  -26.23659  1.45470  -0.13976
H  -26.71442  2.71139  0.93601
C  -21.70781  3.75916  6.67211
O  -22.69587  3.02019  6.07479
C  -22.34680  2.06841  5.09185
C  -23.60196  1.18597  4.94247
N  -23.89896  0.43670  6.15911
C  -25.03070  -0.43719  5.99049
C  -25.34697  -1.01446  7.36471
O  -25.99214  0.02603  8.11335
C  -26.84375  -0.46717  9.19025
H  -21.34261  4.55973  6.02883
H  -20.82062  3.19201  6.95377
H  -22.05580  4.24879  7.58164
H  -21.52700  1.46906  5.48782
H  -21.99816  2.56074  4.18400
H  -23.47994  0.42712  4.16958
H  -24.43352  1.78641  4.57359
H  -23.99293  1.12021  6.89674
H  -24.85100  -1.30300  5.35316
H  -25.86431  0.21704  5.73519
H  -24.42868  -1.34422  7.85062
H  -26.01309  -1.86562  7.22366
H  -27.44034  -1.34091  8.92803
H  -27.34127  0.31857  9.75875
H  -26.17350  -0.90354  9.93083
C  -33.32293  10.05449  0.12676
C  -33.40158  11.56899  -0.11025
C  -34.68299  12.10471  -0.84355
O  -34.72039  11.58328  -2.12470
C  -36.02006  11.85681  -2.71782
N  -33.25216  12.20937  1.21206
H  -33.23710  9.62043  -0.86939
H  -34.17868  9.63849  0.65850
H  -32.35087  9.90027  0.59521
H  -32.45346  11.95936  -0.48007
H  -34.69133  13.19452  -0.82474
H  -35.61050  11.88073  -0.31661
H  -36.87525  11.50256  -2.14227
H  -35.99688  11.53330  -3.75844
H  -36.15788  12.93064  -2.84427
H  -32.82987  13.12478  1.15044
H  -32.48175  11.75445  1.68070
C  -26.87951  8.01171  4.13310
C  -26.14474  7.68529  5.46758
C  -26.57398  8.78248  6.54684
C  -26.39682  8.41706  7.95002
C  -27.09789  7.01824  8.20560
C  -26.44020  5.92859  7.34115
N  -26.61717  6.31798  5.89787
O  -26.13364  5.35964  5.02956
C  -25.06150  5.60952  7.87860
C  -27.27537  4.65513  7.50918
C  -24.57318  7.80284  5.25426
H  -26.55106  7.54737  3.20326
H  -26.78739  9.08732  3.98258
H  -27.93933  7.75985  4.17130
H  -26.09496  9.75199  6.41017
H  -27.64613  8.94745  6.44013
H  -26.93783  9.18201  8.50706
H  -25.33719  8.34347  8.19471
H  -28.15503  7.14757  7.97356
H  -27.05952  6.71696  9.25243
H  -24.43372  6.49774  7.94975
H  -25.05833  5.03569  8.80533
H  -24.51176  5.01370  7.14998
H  -27.44057  4.45667  8.56815
H  -28.22827  4.71100  6.98290
H  -26.82613  3.72698  7.15588
H  -24.12119  6.81120  5.23272
H  -24.15601  8.29044  6.13535
H  -24.19260  8.32463  4.37620
H  -26.86513  4.77761  4.81099
C  -31.14915  1.61671  -0.94825
C  -32.04403  1.20613  0.19309
C  -32.25291  2.44410  1.12616
C  -33.39749  2.29396  2.22667
C  -34.65486  1.87257  1.45555
C  -34.49784  0.60769  0.59810
N  -33.34868  0.74445  -0.33331
O  -33.20941  -0.22659  -1.27589
C  -34.35416  -0.70312  1.51661
C  -35.81418  0.37278  -0.21474
C  -31.18576  0.18826  1.04408
H  -30.26418  2.11417  -0.55148
H  -31.50416  2.35327  -1.66906
H  -30.73251  0.72917  -1.42446
H  -31.36382  2.85884  1.60113
H  -32.47865  3.28370  0.46875
H  -33.52258  3.17387  2.85771
H  -32.98618  1.48732  2.83349
H  -34.90584  2.72012  0.81776
H  -35.48135  1.73076  2.15190
H  -35.23250  -0.89791  2.13197
H  -34.32942  -1.63954  0.95930
H  -33.50629  -0.72928  2.20109
H  -36.59451  0.12704  0.50553
H  -36.12560  1.26760  -0.75365
H  -35.69458  -0.44674  -0.92339
H  -31.47351  0.05965  2.08752
H  -30.15259  0.43148  1.29208
H  -31.27474  -0.80097  0.59507
H  -33.60653  0.20736  -2.03456

2S+1: 1
SMILES: CC1(C)CCCC(C)(C)N1O.CC1(C)CCCC(C)(C)N1O.COC[C@H](C)N.COCCNCCOC.COCCNCCOC.COCCNCCOC.COCCNCCOC.COCCNCCOC.COCCNCCOC
F_max in hartree/bohr: 0.0982

=====

# 2
Computed, not measured: a cluster of 14 separate species, C58H146N6O14 in total at a distorted geometry, with ωB97M-V/def2-TZVPD.

Atoms and positions in Å:
C  6.14355  0.19358  -0.49172
C  6.19004  1.05133  0.73206
C  6.51381  0.17601  1.93634
O  6.46031  0.97955  3.11796
C  6.89546  0.20838  4.21952
N  7.17994  2.10841  0.66273
H  7.12656  -0.22741  -0.75320
H  5.93248  0.75500  -1.40717
H  5.42114  -0.61338  -0.40658
H  5.19953  1.43984  0.88761
H  7.45987  -0.34678  1.77445
H  5.75454  -0.59496  1.90582
H  6.74391  0.81470  5.08854
H  7.95545  -0.02850  4.06748
H  6.28999  -0.67589  4.36011
H  7.22985  2.53040  1.58576
H  7.13747  2.76477  -0.10220
C  2.20639  -0.31761  -1.00683
C  0.83700  -0.79446  -1.69468
C  -0.25959  0.14296  -1.31823
O  -0.52372  0.19176  0.10388
C  -1.38914  -0.93974  0.42650
N  1.03675  -0.73924  -3.19211
H  1.92972  0.07484  -0.00778
H  2.78251  0.41624  -1.55554
H  2.81081  -1.23096  -0.75940
H  0.62964  -1.78547  -1.29153
H  -1.20136  -0.18858  -1.83319
H  -0.04136  1.14342  -1.70112
H  -2.26460  -0.93758  -0.22642
H  -1.79332  -0.66399  1.41185
H  -0.87119  -1.88777  0.41660
H  1.98166  -1.04546  -3.41404
H  0.39693  -1.34732  -3.69917
C  -5.64277  1.32539  7.87208
C  -4.41772  2.20741  7.52721
C  -4.39199  2.86344  6.17360
O  -4.21995  1.88483  5.15016
C  -4.69377  2.32476  3.85020
N  -4.11705  3.24651  8.59258
H  -5.78473  0.51187  7.14717
H  -6.55884  1.93257  7.78960
H  -5.57111  0.93556  8.90181
H  -3.57145  1.52399  7.60724
H  -3.52916  3.56881  6.11897
H  -5.28239  3.49701  6.09475
H  -3.86884  2.72313  3.22653
H  -5.40061  3.17192  3.95576
H  -5.26495  1.54185  3.34560
H  -4.63448  4.10558  8.39336
H  -4.54091  2.92522  9.44777
C  4.45836  -4.87849  -4.63174
C  3.40777  -3.99162  -3.84095
C  2.53475  -4.90145  -2.98024
O  1.63635  -4.02563  -2.25594
C  0.68200  -4.78401  -1.53156
N  4.15746  -3.06093  -3.04852
H  5.23128  -5.33383  -3.96601
H  4.94438  -4.15705  -5.26392
H  3.99426  -5.65577  -5.25198
H  2.79456  -3.43089  -4.55431
H  3.08873  -5.51105  -2.26888
H  1.97728  -5.54858  -3.69174
H  -0.10411  -5.13298  -2.21832
H  0.20706  -4.18339  -0.76641
H  1.15756  -5.61697  -0.98188
H  3.52045  -2.66716  -2.38181
H  4.85529  -3.49966  -2.46797
C  -2.76773  -5.21540  -4.79663
C  -2.29181  -4.50747  -6.08587
C  -0.81737  -4.04087  -5.95816
O  -2.32410  -5.43197  -7.27050
H  -1.99800  -5.96474  -4.56965
H  -3.70983  -5.72542  -4.96989
H  -2.95757  -4.53692  -3.97218
H  -2.82060  -3.58851  -6.32474
H  -0.62877  -3.51277  -5.03474
H  -0.53791  -3.46224  -6.82970
H  -0.25648  -4.94749  -5.84993
H  -3.21484  -5.68899  -7.49178
C  2.32351  1.22373  -7.34714
C  0.98029  0.55032  -7.53526
C  0.81619  -0.64842  -6.55098
O  -0.06921  1.44060  -7.22437
H  2.43151  2.13830  -7.95159
H  3.11723  0.48999  -7.48983
H  2.50981  1.52064  -6.34111
H  0.88989  0.30138  -8.59738
H  0.79284  -0.23958  -5.54903
H  1.67481  -1.32027  -6.59863
H  -0.06976  -1.21679  -6.74974
H  -0.93210  1.00445  -7.30170
C  -5.35914  1.43068  -1.13344
C  -5.57511  0.93001  0.23126
C  -7.02967  0.82634  0.56103
O  -4.95874  -0.37441  0.36222
H  -5.81844  0.70170  -1.79939
H  -4.27246  1.45697  -1.32572
H  -5.84351  2.39870  -1.24501
H  -5.07578  1.64806  0.88632
H  -7.10440  0.27124  1.49388
H  -7.46506  0.20426  -0.23654
H  -7.52623  1.77891  0.59987
H  -4.57811  -0.60184  1.19282
C  0.53684  5.47967  -4.51822
C  0.70012  4.02973  -4.94228
C  1.07905  3.20656  -3.66404
O  -0.48818  3.52692  -5.49686
H  -0.36071  5.64335  -3.92446
H  0.69562  6.14798  -5.37459
H  1.31723  5.71785  -3.80674
H  1.46503  3.91323  -5.71586
H  1.04080  2.14516  -3.94054
H  0.29103  3.35920  -2.93917
H  2.08397  3.43875  -3.28681
H  -0.23072  2.76283  -6.03124
C  -3.41725  -1.45320  -3.97762
C  -3.82410  -0.19273  -4.75787
C  -2.96195  0.94442  -4.37301
O  -3.60826  -0.43154  -6.27748
H  -4.06112  -2.26146  -4.28883
H  -3.60451  -1.35441  -2.90720
H  -2.35699  -1.64999  -4.21034
H  -4.86931  0.12583  -4.70070
H  -3.14453  1.31239  -3.37639
H  -2.90510  1.80695  -5.05058
H  -1.94479  0.49118  -4.27266
H  -4.20366  -1.14102  -6.51803
C  -0.32693  -3.81689  2.11993
C  -0.43311  -2.96126  3.32808
C  -1.39227  -3.52483  4.37697
O  0.86859  -2.70110  3.97223
H  0.47624  -3.35343  1.55096
H  -1.23248  -3.89322  1.47966
H  0.01485  -4.81199  2.42339
H  -0.85450  -2.01132  2.99975
H  -2.45941  -3.62529  4.09686
H  -1.34396  -2.88603  5.28154
H  -1.03224  -4.53809  4.60010
H  0.83750  -1.77841  4.29644
C  -5.76091  -4.41396  -2.51717
C  -5.46714  -3.70174  -1.24074
C  -4.11227  -4.15819  -0.65568
O  -5.45651  -2.30663  -1.54791
H  -6.81634  -4.24823  -2.76404
H  -5.51759  -5.46238  -2.48054
H  -5.24100  -3.82367  -3.26993
H  -6.21817  -3.82366  -0.46001
H  -3.35029  -4.15923  -1.47667
H  -4.18407  -5.14880  -0.19487
H  -3.69397  -3.42820  0.01422
H  -5.31764  -1.78588  -0.73000
C  6.39979  -3.75389  1.46395
C  5.06581  -4.41376  1.21122
C  3.98412  -3.33081  1.38255
O  5.03829  -5.05222  -0.11714
H  7.12385  -4.37333  0.94164
H  6.61339  -3.80653  2.55138
H  6.37704  -2.76093  1.06721
H  4.90382  -5.23140  1.92536
H  2.97839  -3.74130  1.28300
H  4.17338  -2.51852  0.65655
H  4.00918  -2.90871  2.38494
H  4.19131  -4.81167  -0.54217
C  -1.40811  0.17110  5.27961
C  -0.01466  0.84821  5.32683
C  0.54363  0.73303  6.73721
C  1.98933  1.18536  6.87354
C  2.82540  0.38502  5.82359
C  2.38285  0.62601  4.34269
N  0.90068  0.20656  4.29753
O  0.32953  0.36858  3.03073
C  2.57630  2.06253  3.84204
C  3.19342  -0.23486  3.35396
C  -0.27784  2.35505  5.06735
H  -1.89394  0.35502  4.31115
H  -2.05232  0.53390  6.07958
H  -1.26119  -0.88081  5.47851
H  -0.11220  1.26050  7.40574
H  0.54900  -0.31909  7.09611
H  2.39238  0.97075  7.87945
H  2.11305  2.23352  6.65977
H  2.62734  -0.67258  5.94425
H  3.90624  0.56637  5.81398
H  2.22075  2.79960  4.54532
H  3.63454  2.19012  3.65350
H  2.06811  2.31583  2.92083
H  2.86426  0.07417  2.36588
H  4.23500  -0.01298  3.43664
H  2.98444  -1.29345  3.37230
H  0.52631  2.96960  5.45158
H  -1.14059  2.67208  5.63897
H  -0.38808  2.63422  4.02323
H  0.43587  1.30462  2.72495
C  2.23519  3.21889  -0.18025
C  1.20655  4.27258  0.26171
C  1.15576  5.32867  -0.84258
C  -0.00848  6.31036  -0.75392
C  -1.27984  5.45413  -0.75139
C  -1.35661  4.47590  0.39371
N  -0.13244  3.58178  0.39274
O  -0.06014  2.56964  1.35789
C  -1.59371  5.24827  1.80708
C  -2.48738  3.43788  0.20232
C  1.75916  4.91469  1.64575
H  2.25042  2.52505  0.66671
H  3.26546  3.54077  -0.38776
H  1.81606  2.66667  -1.01720
H  2.14448  5.81128  -0.68128
H  1.11436  4.74246  -1.78659
H  0.02440  6.89826  -1.65655
H  0.04258  6.92198  0.14441
H  -1.27130  4.88937  -1.66539
H  -2.19931  6.06318  -0.66569
H  -0.87381  5.99943  2.06524
H  -2.59739  5.68072  1.79009
H  -1.58430  4.41478  2.49859
H  -2.08358  2.71446  -0.51733
H  -2.62419  2.88793  1.14449
H  -3.46502  3.76602  -0.10354
H  1.39403  5.91335  1.85851
H  2.85624  4.90764  1.49778
H  1.46686  4.27295  2.44530
H  -0.42391  1.83213  0.87554

2S+1: 1
F_max in hartree/bohr: 0.0622

=====

no.,frontier orbital gap (eV),highest occupied orbital energy (eV)
1,8.6,-8.017
2,8.6,-8.252